Here is one molecule with the formula C21H27ClN4O3 from OMol25. Energies are from ωB97M-V/def2-TZVPD.

Output
HOMO level = -7.6 eV
Molecular weight = 418.92 Da
Total charge = 0
E_LUMO = 0.6 eV
Relative energy (zero: lowest compared OMol25 entry of this formula, charge and spin) = 0.000 eV
Structure (SMILES) = COc1ccc(CN2CCC(n3nccc3NC(=O)C3CC3)CC2)c(Cl)c1OC

```
56
Properties=species:S:1:pos:R:3:forces:R:3
C 4.879 0.909 -2.464 0.2 0.0 0.1
O 3.555 0.969 -2.930 -0.5 -0.2 0.0
C 2.704 -0.067 -2.631 0.0 0.1 0.0
C 3.068 -1.141 -1.830 0.1 0.1 0.0
C 2.173 -2.151 -1.530 -0.1 0.0 -0.2
C 0.872 -2.132 -2.010 0.1 0.0 -0.1
C -0.101 -3.232 -1.632 -0.1 -0.1 0.0
N -0.836 -3.093 -0.395 0.0 -0.2 -0.1
C -0.096 -3.109 0.844 0.1 -0.1 0.2
C 0.417 -1.735 1.305 -0.2 -0.1 0.1
C -0.702 -0.688 1.331 0.4 0.1 -0.6
N -1.575 -0.875 2.470 -0.1 0.6 0.6
N -2.115 -2.052 2.769 -0.1 -0.7 -0.2
C -2.812 -1.883 3.874 0.1 0.3 0.1
C -2.738 -0.560 4.315 0.1 0.2 -0.2
C -1.936 0.062 3.379 -0.3 -0.1 0.2
N -1.504 1.394 3.329 0.1 -0.2 0.3
C -1.860 2.265 2.330 0.1 0.3 0.1
O -2.486 1.920 1.353 -0.1 0.0 -0.1
C -1.377 3.657 2.547 0.0 0.0 0.0
C -0.998 4.447 1.317 0.0 0.0 -0.1
C -2.256 4.773 2.039 -0.1 0.1 0.0
C -1.475 -0.712 0.009 -0.2 -0.1 0.1
C -1.917 -2.135 -0.345 -0.2 0.1 0.0
C 0.525 -1.076 -2.843 0.3 0.1 -0.1
Cl -1.043 -0.995 -3.567 -0.2 -0.1 0.0
C 1.404 -0.035 -3.169 -0.1 0.1 -0.1
O 0.870 0.914 -3.982 0.1 -0.3 0.4
C 1.662 1.919 -4.571 0.2 0.4 -0.3
H 5.361 1.806 -2.850 0.0 -0.1 0.1
H 5.402 0.026 -2.844 0.0 0.0 0.0
H 4.925 0.919 -1.370 0.0 0.0 0.0
H 4.065 -1.198 -1.426 0.1 0.0 0.0
H 2.497 -2.972 -0.909 0.0 -0.1 0.1
H 0.464 -4.168 -1.558 0.0 0.1 -0.1
H -0.839 -3.342 -2.430 0.1 -0.1 0.0
H 0.744 -3.800 0.747 0.0 -0.1 0.0
H -0.776 -3.488 1.613 0.3 0.0 -0.1
H 1.187 -1.376 0.620 0.0 0.0 0.1
H 0.857 -1.833 2.300 0.1 0.0 0.0
H -0.256 0.306 1.464 -0.1 -0.2 0.0
H -3.342 -2.707 4.310 -0.1 -0.2 0.1
H -3.198 -0.118 5.176 -0.1 0.2 0.1
H -1.168 1.777 4.201 0.0 0.0 -0.2
H -0.811 3.828 3.454 0.0 0.1 0.0
H -1.083 3.931 0.373 -0.1 -0.1 0.0
H -0.158 5.120 1.391 0.0 0.0 0.1
H -3.186 4.478 1.579 0.0 -0.1 0.0
H -2.309 5.678 2.624 0.1 0.0 0.1
H -2.342 -0.056 0.087 0.1 0.0 0.0
H -0.819 -0.317 -0.767 0.0 0.1 0.0
H -2.433 -2.132 -1.306 -0.1 0.0 0.0
H -2.612 -2.485 0.425 -0.1 0.1 -0.2
H 2.485 1.497 -5.150 -0.1 0.0 0.0
H 2.060 2.611 -3.826 0.0 -0.1 -0.1
H 0.985 2.453 -5.238 0.1 0.0 0.0
```
Forces are in eV/Å.

***

Here is C21H27Ge2N3O6PdSSe as an isolated structure from OMol25. Energies are from ωB97M-V/def2-TZVPD.

Output
HOMO level (spin up / spin down) = -4.9 / -4.9 eV
Molecular weight = 780.13 Da
<S²> = 0.75
Multiplicity = 2
Total charge = -1
E_LUMO (spin up / spin down) = 2.5 / 2.5 eV
Relative energy (zero: lowest compared OMol25 entry of this formula, charge and spin) = 0.159 eV

```
62
Properties=species:S:1:pos:R:3:forces:R:3
Pd 0.671 -1.192 0.033 0.8 -0.6 0.3
N 0.886 -0.822 2.215 -0.1 -0.1 -0.2
N 2.241 -0.654 2.621 -0.1 0.0 0.1
C 3.245 -1.437 1.915 0.1 -0.1 0.0
O 4.273 -1.617 2.577 -0.1 0.0 0.0
O 2.958 -1.800 0.750 -0.3 0.1 -0.1
H 0.330 -0.069 2.604 0.0 0.1 -0.1
H 0.492 -1.702 2.548 0.0 0.0 0.0
H 2.360 -0.814 3.613 0.0 0.0 0.0
O -1.593 2.605 -1.220 0.1 -0.2 0.0
Se -0.212 -0.976 -2.886 -0.3 0.9 0.2
O 0.406 -0.444 -4.273 0.1 -0.2 0.0
O 0.911 -1.922 -2.102 0.2 -0.2 0.2
O 0.140 0.530 -1.787 0.0 -0.6 -0.4
S -0.630 -3.477 0.650 -0.1 0.0 0.1
C 0.867 -4.267 0.491 0.0 -0.1 -0.1
N 1.553 -4.170 -0.677 0.0 0.0 0.0
C 2.808 -4.619 -0.855 0.0 0.0 0.0
C 3.443 -5.320 0.123 0.0 0.0 0.0
C 2.753 -5.528 1.327 -0.1 0.0 0.0
C 1.491 -5.026 1.506 0.1 0.0 0.0
H 1.138 -3.571 -1.407 0.1 0.2 0.1
H 3.258 -4.365 -1.803 0.0 0.0 0.0
H 4.458 -5.658 -0.018 0.0 0.0 0.0
H 3.232 -6.068 2.134 0.0 0.0 0.0
H 0.958 -5.152 2.437 0.0 0.0 0.0
C 1.898 2.693 2.222 -0.1 0.0 0.0
Ge 1.192 2.956 0.421 0.0 0.0 -0.1
C 0.308 4.709 0.364 0.0 0.0 0.0
C 2.619 2.859 -0.910 0.0 0.0 0.1
Ge -0.470 1.372 -0.369 -0.6 0.8 -0.1
C -1.729 0.628 0.940 0.0 -0.1 0.0
C -1.870 1.375 2.109 0.0 0.0 0.0
C -2.737 0.974 3.119 0.0 0.0 0.0
C -3.478 -0.190 2.969 0.0 0.0 0.0
C -3.350 -0.942 1.808 0.0 0.0 0.0
C -2.484 -0.536 0.803 0.0 0.0 -0.1
C -2.233 2.217 -2.349 -0.1 0.1 0.0
C -3.229 1.240 -2.334 0.0 0.0 0.1
C -3.878 0.877 -3.506 0.0 0.0 0.0
C -3.552 1.485 -4.710 0.0 0.0 0.0
C -2.567 2.464 -4.726 0.0 0.0 0.0
C -1.914 2.827 -3.561 0.1 0.0 0.0
H 2.654 3.458 2.410 0.0 0.0 0.0
H 2.346 1.705 2.331 0.0 0.0 0.0
H 1.108 2.803 2.967 0.0 0.0 0.0
H 1.052 5.505 0.437 0.0 0.0 0.0
H -0.385 4.809 1.200 0.0 0.0 0.0
H -0.251 4.816 -0.564 0.0 0.0 0.0
H 3.360 3.637 -0.718 0.0 0.0 0.0
H 2.213 2.987 -1.913 0.0 0.0 0.0
H 3.106 1.886 -0.855 0.0 0.0 0.0
H -1.297 2.289 2.241 0.0 0.0 0.0
H -2.831 1.568 4.020 0.0 0.0 0.0
H -4.150 -0.513 3.754 0.0 0.0 0.0
H -3.917 -1.857 1.688 0.0 0.0 0.0
H -2.378 -1.146 -0.086 0.0 0.0 0.0
H -3.492 0.775 -1.393 0.0 0.0 0.0
H -4.642 0.110 -3.473 0.0 0.0 0.0
H -4.051 1.193 -5.625 0.0 0.0 0.0
H -2.289 2.936 -5.661 0.0 0.0 0.0
H -1.125 3.570 -3.568 0.0 0.0 0.0
```
Forces are in eV/Å.

***

Here is C21H27MoNO2P2 as an isolated structure from OMol25. Energies are from ωB97M-V/def2-TZVPD.

Output
HOMO level (spin up / spin down) = -14.1 / -14.1 eV
Molecular weight = 483.34 Da
<S²> = 2.05
Multiplicity = 3
Total charge = +2
E_LUMO (spin up / spin down) = -8.8 / -8.9 eV
Relative energy (zero: lowest compared OMol25 entry of this formula, charge and spin) = 1.254 eV

```
54
Properties=species:S:1:pos:R:3:forces:R:3
C -1.512 3.402 -3.649 -0.2 -0.9 0.2
C -1.354 2.039 -3.452 0.3 0.0 -0.1
C -0.089 1.443 -3.743 0.8 0.3 1.0
C 1.014 2.261 -4.188 -0.7 -0.2 0.0
C 0.793 3.655 -4.377 -0.5 0.3 0.1
C -0.451 4.205 -4.098 1.0 0.4 -0.5
C 2.264 1.657 -4.336 -0.2 -0.3 -0.3
C 2.424 0.282 -4.143 -0.4 -0.7 0.1
C 1.277 -0.476 -3.711 0.4 0.6 1.2
C 1.412 -1.859 -3.371 0.1 0.0 0.0
C 2.647 -2.473 -3.502 -0.8 0.4 0.0
C 3.768 -1.754 -3.961 0.5 0.8 -0.3
C 3.668 -0.403 -4.269 0.2 -0.4 -0.1
H -2.487 3.844 -3.441 0.2 0.0 -0.1
H 1.636 4.248 -4.747 -0.5 0.0 0.2
H -0.622 5.279 -4.234 0.1 -0.5 0.0
H 3.124 2.248 -4.626 0.0 0.1 0.1
H 2.728 -3.526 -3.243 0.1 0.1 -0.1
H 4.722 -2.282 -4.066 -0.4 0.3 0.0
H 4.523 0.181 -4.635 -0.3 -0.5 0.2
N 0.125 0.156 -3.361 -0.5 -0.4 0.1
Mo 0.015 0.079 -0.441 2.6 1.2 2.1
C -2.405 1.164 -2.826 0.6 -0.1 -0.2
H -2.397 0.159 -3.271 -0.2 0.3 0.0
H -3.399 1.622 -2.898 0.1 -0.2 0.2
C 0.224 -2.547 -2.755 0.2 0.9 -0.2
H -0.714 -2.199 -3.219 0.4 -0.4 0.0
H 0.326 -3.642 -2.766 -0.2 0.4 0.0
P -2.030 0.894 -1.016 -4.6 1.9 -1.3
P 0.047 -2.069 -0.958 0.1 -5.4 -1.9
C 1.314 -3.133 -0.197 0.2 0.4 0.5
H 1.181 -3.079 0.896 0.2 -0.2 -0.4
H 1.148 -4.158 -0.567 0.1 0.4 0.2
H 2.318 -2.774 -0.467 -0.3 -0.2 0.1
C -1.475 -3.010 -0.595 -0.3 0.5 0.5
H -1.288 -4.052 -0.908 -0.1 0.5 0.1
H -1.670 -2.960 0.490 -0.1 -0.2 -0.4
H -2.327 -2.583 -1.150 0.3 -0.4 0.2
C -2.268 2.577 -0.345 0.5 -0.1 0.3
H -3.249 2.962 -0.659 0.3 -0.1 0.1
H -2.225 2.506 0.750 -0.1 0.2 -0.2
H -1.466 3.238 -0.700 -0.3 0.0 0.1
C -3.550 0.061 -0.454 0.1 -0.3 0.3
H -3.519 -0.006 0.644 -0.2 -0.1 -0.3
H -4.420 0.659 -0.766 0.3 -0.2 0.1
H -3.615 -0.949 -0.880 -0.1 0.4 0.2
C 1.535 -0.306 1.032 3.5 0.0 0.4
O 2.593 -0.367 1.551 -3.6 0.0 -1.1
H 1.057 1.018 -1.287 0.7 0.1 0.2
C 0.144 -0.218 3.119 -0.5 0.3 0.8
O 0.008 -0.840 1.840 1.0 1.1 -2.0
H -0.726 0.424 3.288 0.0 -0.2 0.2
H 1.040 0.429 3.209 -0.4 -0.5 0.0
H 0.180 -1.028 3.869 0.0 0.5 -0.2
```
Forces are in eV/Å.

***

Here is an isolated ion of composition C21H27N2O2 and charge +1 from OMol25. Energies are from ωB97M-V/def2-TZVPD.

Output
HOMO level = -11.7 eV
Molecular weight = 339.46 Da
Total charge = +1
E_LUMO = -2.7 eV
Relative energy (zero: lowest compared OMol25 entry of this formula, charge and spin) = 0.000 eV
Structure (SMILES) = CCCc1n(C)c2ccccc2[n+]1C[C@H](O)COCc1ccccc1

```
52
Properties=species:S:1:pos:R:3:forces:R:3
C -1.233 -4.829 -0.621 -0.1 0.1 -0.1
C -1.896 -3.465 -0.758 0.1 -0.1 0.2
C -1.325 -2.481 0.282 0.0 -0.3 -0.3
C -1.937 -1.142 0.142 0.1 -0.1 0.1
N -3.101 -0.768 0.686 0.5 0.1 -0.3
C -3.967 -1.531 1.546 -0.4 -0.3 0.3
C -3.390 0.517 0.272 0.3 0.7 -0.5
C -4.463 1.355 0.541 0.1 -0.1 0.0
C -4.449 2.599 -0.055 0.0 0.0 0.0
C -3.406 2.996 -0.896 0.1 0.0 0.0
C -2.335 2.168 -1.168 0.0 -0.1 0.0
C -2.336 0.916 -0.566 -0.9 0.2 0.3
N -1.457 -0.150 -0.624 -0.5 -0.3 0.3
C -0.194 -0.146 -1.321 0.9 -0.1 0.2
C 0.973 0.250 -0.396 0.1 0.4 -0.2
O 0.919 -0.560 0.752 -0.1 -0.1 0.2
C 0.930 1.735 0.030 -0.2 -0.4 -0.2
O 1.803 1.975 1.101 0.0 0.0 0.2
C 3.157 2.253 0.756 0.2 0.1 0.1
C 3.935 1.027 0.345 -0.1 0.1 0.0
C 4.092 -0.020 1.246 0.0 0.1 -0.1
C 4.773 -1.166 0.877 0.0 0.0 0.1
C 5.312 -1.273 -0.394 0.0 0.0 -0.1
C 5.170 -0.230 -1.293 0.0 0.0 -0.1
C 4.480 0.914 -0.928 0.0 0.1 0.1
H -1.635 -5.515 -1.361 0.0 -0.1 0.0
H -0.160 -4.752 -0.772 0.1 0.0 0.0
H -1.413 -5.248 0.366 0.0 -0.1 0.1
H -1.727 -3.075 -1.764 -0.1 0.1 0.0
H -2.974 -3.565 -0.619 -0.1 0.1 -0.1
H -1.510 -2.870 1.284 0.1 0.1 0.0
H -0.245 -2.400 0.166 -0.1 0.0 0.1
H -3.493 -2.463 1.840 0.0 0.1 0.0
H -4.901 -1.755 1.029 0.1 0.0 0.0
H -4.193 -0.950 2.441 0.1 0.0 0.0
H -5.274 1.050 1.183 -0.1 0.0 0.1
H -5.262 3.283 0.127 -0.1 0.1 0.0
H -3.440 3.976 -1.344 0.0 0.1 -0.1
H -1.538 2.487 -1.818 0.1 0.1 -0.1
H -0.005 -1.145 -1.716 -0.1 0.1 -0.1
H -0.257 0.556 -2.153 -0.1 -0.1 0.0
H 1.908 0.060 -0.946 -0.2 0.0 0.0
H 1.446 -0.109 1.432 0.0 -0.1 -0.1
H -0.065 1.978 0.416 0.1 0.0 -0.1
H 1.158 2.382 -0.827 0.0 0.0 0.0
H 3.188 3.012 -0.036 0.0 0.0 0.1
H 3.583 2.679 1.668 0.0 0.0 -0.2
H 3.687 0.075 2.244 0.0 0.0 0.1
H 4.890 -1.972 1.585 0.0 -0.1 0.1
H 5.849 -2.164 -0.680 0.1 -0.1 0.0
H 5.597 -0.305 -2.282 0.0 0.0 -0.1
H 4.372 1.727 -1.632 0.0 0.1 -0.1
```
Forces are in eV/Å.

***

Here is one molecule with the formula C21H27N3O4S from OMol25. Energies are from ωB97M-V/def2-TZVPD.

Output
HOMO level = -7.3 eV
Molecular weight = 417.53 Da
Total charge = 0
E_LUMO = 0.3 eV
Relative energy (zero: lowest compared OMol25 entry of this formula, charge and spin) = 2.763 eV
Structure (SMILES) = CNS(=O)(=O)c1ccc(CCC(=O)N2CCN(c3ccccc3OC)CC2)cc1

```
56
Properties=species:S:1:pos:R:3:forces:R:3
C -3.213 -3.590 -1.207 0.2 -0.2 -0.4
N -3.444 -2.739 -0.066 0.2 0.9 0.2
S -2.580 -1.313 -0.042 -0.3 -0.4 0.3
O -2.929 -0.659 1.186 0.1 -0.3 0.1
O -2.809 -0.654 -1.288 0.2 -0.3 -0.2
C -0.867 -1.822 0.049 -0.6 0.3 -0.1
C -0.061 -1.739 -1.070 -0.1 0.1 -0.1
C 1.269 -2.114 -0.975 -0.1 -0.1 0.1
C 1.792 -2.562 0.235 -0.1 -0.2 -0.1
C 3.260 -2.834 0.373 0.1 0.1 0.1
C 4.002 -1.568 0.847 0.1 -0.1 -0.2
C 3.851 -0.478 -0.205 0.1 0.0 0.4
O 4.594 -0.475 -1.173 0.2 -0.3 -0.3
N 2.878 0.451 -0.063 0.0 0.3 -0.1
C 1.859 0.522 0.963 -0.2 0.2 0.4
C 1.616 1.978 1.381 0.0 -0.5 0.3
N 1.215 2.771 0.237 0.0 0.4 0.2
C -0.084 2.619 -0.282 -0.1 0.1 0.0
C -0.319 2.673 -1.657 0.1 0.0 0.0
C -1.586 2.588 -2.205 -0.2 0.0 0.0
C -2.681 2.436 -1.384 0.1 0.1 -0.1
C -2.488 2.391 -0.015 0.0 0.0 0.1
C -1.225 2.490 0.548 -0.1 -0.1 0.2
O -1.047 2.485 1.913 0.2 0.1 -0.5
C -2.147 2.169 2.738 -0.2 -0.1 0.1
C 2.334 2.769 -0.686 0.0 -0.2 -0.3
C 2.635 1.351 -1.182 0.2 0.3 -0.3
C 0.951 -2.670 1.340 -0.1 0.0 -0.1
C -0.379 -2.299 1.250 0.1 0.0 0.2
H -3.216 -2.939 -2.079 0.0 -0.2 -0.2
H -4.024 -4.311 -1.296 0.0 0.0 0.0
H -2.256 -4.124 -1.158 -0.1 0.0 0.0
H -3.424 -3.206 0.827 0.0 0.1 0.2
H -0.485 -1.358 -1.985 0.0 0.1 -0.2
H 1.916 -2.037 -1.836 0.1 0.0 -0.1
H 3.433 -3.635 1.095 0.0 0.0 -0.1
H 3.679 -3.133 -0.589 0.0 0.0 0.0
H 5.067 -1.798 0.909 -0.1 0.1 0.0
H 3.653 -1.267 1.832 0.0 0.0 0.0
H 2.142 -0.064 1.834 0.0 0.0 -0.1
H 0.912 0.131 0.570 0.1 0.0 0.1
H 0.851 2.009 2.150 0.2 0.0 -0.1
H 2.539 2.411 1.781 0.0 0.0 0.0
H 0.503 2.784 -2.345 0.1 0.0 0.0
H -1.703 2.632 -3.277 0.0 0.0 -0.1
H -3.675 2.348 -1.790 -0.1 0.0 0.0
H -3.348 2.270 0.621 -0.1 0.0 0.1
H -2.906 2.958 2.714 0.0 0.0 0.0
H -1.739 2.101 3.746 -0.1 0.0 0.0
H -2.595 1.212 2.455 0.0 0.1 0.0
H 2.151 3.439 -1.524 0.0 0.0 0.0
H 3.202 3.154 -0.142 0.0 0.0 -0.1
H 3.523 1.334 -1.816 -0.2 0.0 0.0
H 1.777 0.975 -1.753 0.1 0.0 0.0
H 1.347 -3.030 2.278 0.1 0.0 0.1
H -1.036 -2.343 2.104 0.0 0.0 0.2
```
Forces are in eV/Å.

***

Here is C21H27N3O5 as an isolated structure from OMol25. Energies are from ωB97M-V/def2-TZVPD.

Output
HOMO level = -9.0 eV
Molecular weight = 401.46 Da
Total charge = 0
E_LUMO = -0.1 eV
Relative energy (zero: lowest compared OMol25 entry of this formula, charge and spin) = 17.130 eV

```
56
Properties=species:S:1:pos:R:3:forces:R:3
N 1.374 3.359 1.758 -3.0 -1.6 1.1
C 0.120 3.871 1.354 1.1 2.7 -1.2
O -0.951 3.301 1.337 1.0 0.0 0.6
N 0.276 5.233 0.852 -4.1 -3.0 -1.2
H 0.995 5.736 1.113 5.2 2.1 2.0
C -0.793 6.225 0.615 -2.8 -4.2 -1.4
H -1.328 6.363 1.577 -0.3 0.0 -0.9
H -0.524 7.146 0.210 1.6 1.5 -0.1
C -1.763 5.663 -0.682 7.8 -6.3 1.6
H -1.991 4.570 -0.319 0.2 2.0 -1.0
C -0.945 5.703 -2.182 -4.7 -0.6 3.7
H -1.799 5.415 -2.897 1.9 0.1 0.7
H -0.972 6.751 -2.111 1.4 1.6 -1.3
C 0.314 4.847 -2.178 -7.9 -0.6 -5.1
N -0.096 3.494 -1.842 7.6 -0.8 0.6
C 1.126 2.784 -1.285 -14.4 -5.4 -1.0
O 2.171 3.122 -1.142 10.5 4.9 0.3
C 0.717 1.392 -0.833 1.6 -2.5 -2.4
C 1.630 0.237 -1.037 3.1 9.3 -0.7
C 1.526 -0.904 -0.549 -6.0 -8.3 3.0
C 0.043 -1.223 -0.114 8.3 -6.6 0.3
C -0.683 -0.192 -0.072 -11.8 -6.1 2.8
C -0.515 0.981 -0.511 0.7 9.1 -0.9
H -1.195 1.804 -0.317 -0.7 -0.6 -0.1
H -2.010 -0.599 0.125 3.9 1.6 -0.1
C -0.154 -2.673 0.343 0.4 7.6 -2.1
C -0.422 -3.687 0.858 -0.5 -5.2 -1.0
C -0.643 -5.146 1.011 0.2 5.7 9.8
C 0.530 -5.429 2.194 -2.4 -3.6 -1.3
C 0.256 -6.982 2.653 9.6 1.0 -4.5
C 0.171 -7.931 1.261 0.5 1.3 4.1
C -1.055 -7.433 0.389 3.4 -4.7 -2.0
C -0.691 -6.066 -0.064 -7.9 -0.1 1.2
H 0.147 -5.886 -0.500 5.4 0.2 -3.5
H -1.563 -5.670 -0.637 0.8 -0.3 -0.5
H -0.849 -8.213 -0.610 -1.5 2.2 2.6
H -2.053 -7.567 0.866 0.9 0.2 -0.5
H 0.270 -8.914 1.780 -1.2 0.1 -1.1
H 1.175 -7.844 0.824 -0.5 0.3 -0.7
H -0.610 -6.943 2.998 -7.5 -0.2 3.7
H 1.112 -7.312 3.424 -2.1 0.5 -1.8
H 0.697 -4.726 2.994 -1.2 0.4 0.4
H 1.419 -5.323 1.666 1.9 -0.4 -1.2
O -1.970 -5.005 1.899 0.7 -14.0 -11.8
H -1.981 -4.395 2.413 0.7 11.9 9.5
H 2.127 -1.815 -0.490 0.6 0.9 -0.3
H 2.633 0.596 -1.166 0.7 0.1 -1.0
H -0.938 3.045 -1.696 -2.0 -0.3 0.0
C 0.818 4.969 -3.636 2.4 1.3 1.4
O 0.429 5.707 -4.503 -0.3 -1.2 0.5
O 2.047 4.417 -3.676 0.6 -0.9 -0.5
H 2.309 3.968 -2.827 -0.5 0.6 -1.0
H 0.918 5.059 -1.451 4.1 2.1 3.5
H -2.542 6.175 -0.507 -6.1 4.0 -0.1
H 2.247 3.588 1.424 1.7 1.8 -1.3
H 1.438 2.360 1.896 -0.9 -0.1 0.2
```
Forces are in eV/Å.